Here is a structure of composition C6H13NO2 from the Open Molecules 2025 dataset. Energies are from ωB97M-V with the def2-TZVPD basis set.

Values from the calculation:
Gap between HOMO and LUMO, eV: 8.664
Net charge: 0
Highest occupied orbital energy, eV: -8.746
DFT total energy, a.u.: -441.56474

Each line ends with the natural charge from an NBO analysis.
Cartesian coordinates (Å):
C  -0.2127  -0.8108  0.5123  0.38
C  -0.8375  0.4483  0.0794  -0.35
C  1.6083  0.2829  -2.3475  -0.24
C  0.4993  -0.8771  1.8280  -0.69
C  -0.3132  1.7542  0.6184  -0.62
N  -0.1664  -1.7394  -0.3996  -0.70
C  -2.2166  -0.0823  0.9010  0.45
O  0.2819  -0.1456  -2.3819  -0.83
O  -2.5734  0.3486  1.9525  -0.50
H  -1.1878  0.4490  -0.9486  0.29
H  0.1363  -1.1012  -1.6493  0.48
H  0.2956  -2.6026  -0.1400  0.36
H  -2.8287  -0.7360  0.2514  0.13
H  2.1770  -0.0564  -3.2255  0.16
H  2.1413  -0.1075  -1.4656  0.13
H  1.6668  1.3806  -2.2989  0.15
H  1.4647  -0.3756  1.7433  0.25
H  -0.0637  -0.3715  2.6087  0.24
H  0.6759  -1.9129  2.1196  0.23
H  -0.3538  1.7871  1.7039  0.22
H  0.7172  1.8884  0.2955  0.22
H  -0.9104  2.5798  0.2431  0.23